Computed, not measured: a molecular structure, C6H3F3 in a non-equilibrium geometry, with ωB97M-V with the def2-TZVPD basis set.

Last column: natural (NBO) charge in e.
CARTESIAN COORDINATES (ANGSTROEM)
C -0.433 0.315 1.659  -0.27
C 0.466 0.372 0.576  -0.22
C -1.569 -0.407 1.297  -0.38
C -0.062 -0.310 -0.573  -0.36
C -1.224 -0.511 0.002  0.45
C 0.862 -0.087 -1.732  1.02
F 0.278 -0.747 -2.766  -0.33
F 2.147 -0.315 -1.815  -0.28
F 0.730 1.250 -1.867  -0.33
H -0.250 0.321 2.723  0.23
H 1.356 0.863 0.613  0.23
H -2.302 -0.745 1.882  0.25

Properties
HOMO (spin up / spin down): -0.324 / -0.324 Ha
relative energy (zero: lowest compared OMol25 entry of this formula, charge and spin): 0.00 kcal per mole
electronic energy: -529.8117 Eh
spin multiplicity: 1


Computed, not measured: a single C6H3F7O molecule in a non-equilibrium geometry, with ωB97M-V with the def2-TZVPD basis set.

Last column: natural (NBO) charge in e.
CARTESIAN COORDINATES (ANGSTROEM)
C -1.359 0.349 0.707  -0.41
C -0.881 -0.226 -0.611  -0.35
C -0.037 0.701 0.161  -0.17
C -0.420 -1.680 -0.611  0.92
C 1.429 -0.950 0.702  1.02
C 0.583 1.975 -0.260  0.94
O 0.830 -1.893 -0.023  -0.52
F -0.352 -2.154 -1.862  -0.31
F -1.308 -2.473 0.026  -0.32
F 2.637 -0.602 0.312  -0.29
F 1.405 -1.115 2.015  -0.30
F -0.326 2.832 -0.768  -0.33
F 1.188 2.619 0.743  -0.31
F 1.494 1.773 -1.222  -0.32
H -2.131 1.109 0.694  0.24
H -1.420 -0.320 1.550  0.24
H -1.333 0.054 -1.554  0.26

Properties
HOMO: -0.374 Ha
electronic energy: -1004.6709 Eh
spin multiplicity: 1


Computed, not measured: a single C6H3FS molecule in a non-equilibrium geometry, with ωB97M-V with the def2-TZVPD basis set.

Last column: natural (NBO) charge in e.
CARTESIAN COORDINATES (ANGSTROEM)
C 0.486 -0.797 1.250  -0.01
C 0.883 -0.202 0.012  -0.37
C -0.902 -0.435 1.391  -0.41
C 2.038 -0.318 -0.566  0.11
C -1.343 0.138 0.255  0.53
C -0.254 0.422 -0.758  -0.49
F -2.519 0.708 -0.045  -0.30
S 3.424 -0.197 -1.284  0.22
H -1.534 -0.743 2.264  0.24
H 0.013 1.375 -0.797  0.24
H -0.293 0.048 -1.722  0.24

Properties
HOMO: -0.304 Ha
relative energy (zero: lowest compared OMol25 entry of this formula, charge and spin): 25.14 kcal per mole
electronic energy: -728.3048 Eh
spin multiplicity: 1


Computed, not measured: a gas-phase ion, C6H3N2O2S (charge -1) in a non-equilibrium geometry, with ωB97M-V with the def2-TZVPD basis set.

Last column: natural (NBO) charge in e.
CARTESIAN COORDINATES (ANGSTROEM)
C -0.180 -1.244 -0.138  -0.18
C 1.944 -0.353 0.198  0.33
C -0.115 1.133 0.158  -0.23
C -2.221 0.081 -0.081  -0.06
C -2.620 1.365 -0.007  -0.47
C 3.455 -0.242 -0.028  0.71
N 1.103 -1.162 0.079  -0.32
N -0.815 -0.001 0.045  -0.38
O 3.810 -1.453 0.062  -0.70
O 3.994 0.795 -0.291  -0.67
S -1.229 2.425 0.031  0.36
H -0.630 -2.018 0.310  0.16
H -2.832 -0.908 -0.102  0.22
H -3.664 1.580 -0.236  0.23

Properties
HOMO: -0.126 Ha
relative energy (zero: lowest compared OMol25 entry of this formula, charge and spin): 103.44 kcal per mole
charge: -1
electronic energy: -888.5251 Eh
spin multiplicity: 1


Computed, not measured: a single C6H3N5OS molecule in a non-equilibrium geometry, with ωB97M-V with the def2-TZVPD basis set.

Last column: natural (NBO) charge in e.
CARTESIAN COORDINATES (ANGSTROEM)
O 0.530 2.518 0.025  -0.64
C 0.469 1.210 -0.277  0.58
C 1.549 0.345 -0.215  -0.10
N 2.856 0.664 -0.040  -0.31
N 3.454 -0.510 0.220  -0.02
N 2.620 -1.625 0.336  -0.28
C 1.387 -1.075 -0.060  0.29
N 0.126 -1.581 -0.099  -0.42
C -0.919 -0.729 -0.256  0.25
S -2.650 -1.204 -0.064  0.40
C -3.014 0.486 0.418  -0.37
C -2.000 1.348 0.245  -0.07
N -0.788 0.711 -0.296  -0.38
H 1.586 2.679 0.064  0.54
H -4.098 0.869 0.581  0.27
H -2.033 2.445 0.204  0.26

Properties
HOMO: -0.329 Ha
relative energy (zero: lowest compared OMol25 entry of this formula, charge and spin): 28.16 kcal per mole
electronic energy: -977.5544 Eh
SMILES string: Oc1c2nnnc-2nc2sccn12
spin multiplicity: 1


Computed, not measured: a molecular structure, C6H3NO in a non-equilibrium geometry, with ωB97M-V with the def2-TZVPD basis set.

Last column: natural (NBO) charge in e.
CARTESIAN COORDINATES (ANGSTROEM)
C -2.067 0.404 -0.053  0.40
C -0.612 0.225 -0.040  -0.21
C -0.289 -1.095 0.145  -0.15
C 1.254 -1.393 0.141  0.21
C 0.650 0.925 -0.171  -0.11
C 1.759 1.547 -0.021  -0.17
H -2.441 1.438 -0.261  0.15
H -0.997 -2.018 0.555  0.29
H 3.050 1.806 0.382  0.33
N 2.470 -1.270 -0.429  -0.27
O -2.776 -0.568 -0.249  -0.48

Properties
HOMO: -0.357 Ha
relative energy (zero: lowest compared OMol25 entry of this formula, charge and spin): 152.27 kcal per mole
electronic energy: -360.1288 Eh
spin multiplicity: 1